17
Properties=species:S:1:pos:R:3:forces:R:3:nbo_charge:R:1 method="wB97M-V/def2-TZVPD" energy_ha=-309.7809 lumo_energy_ev=1.17 de_lowest_kj_mol=161.4 gap_ev=10.725 multiplicity=1
C 1.95091 0.48085 0.32767 0.24 0.26 -0.11 -0.0580
C 1.29077 -0.07596 -0.94192 0.00 0.03 -0.10 -0.4535
C 0.46384 -0.93376 0.04170 -0.18 -0.15 -0.15 0.1115
C -1.03405 -0.70855 0.20872 0.02 -0.16 0.06 -0.2667
C -1.49385 0.29279 1.23260 -0.07 0.06 0.18 -0.4026
C -1.76223 0.54169 -0.21881 -0.05 0.12 -0.18 -0.4183
O 1.23525 -0.43902 1.16142 0.04 -0.06 0.03 -0.5341
H 3.03779 0.35438 0.41763 -0.21 0.02 -0.05 0.1754
H 1.69003 1.52291 0.56422 0.06 -0.16 -0.03 0.1650
H 1.96556 -0.66136 -1.57468 -0.18 0.12 0.13 0.2127
H 0.73408 0.63072 -1.56601 0.12 -0.15 0.19 0.2082
H 0.63480 -2.01052 -0.08352 -0.03 0.16 0.06 0.1812
H -1.62403 -1.61938 0.13864 0.10 0.13 0.03 0.2151
H -0.70396 0.86940 1.70599 -0.17 -0.12 -0.09 0.2266
H -2.31808 0.03318 1.89110 0.12 0.03 -0.17 0.2142
H -2.78275 0.41795 -0.57642 0.24 0.02 0.04 0.2155
H -1.21187 1.33261 -0.72383 -0.04 -0.15 0.15 0.2078

83
Properties=species:S:1:pos:R:3:forces:R:3:mulliken_spin:R:1 method="wB97M-V/def2-TZVPD" energy_ha=-8738.9263 lumo_energy_ev="-0.60 / -0.61" de_lowest_kj_mol=5.9 gap_ev="6.366 / 6.514" multiplicity=2
V 1.09480 -0.78602 -0.58357 0.10 0.14 -0.11 1.3356
C -1.20805 -4.36346 -1.04423 0.00 0.01 0.01 0.0003
C -0.53317 -3.09640 -1.50324 -0.01 -0.01 -0.05 0.0006
O -0.51241 -2.14597 -0.63586 0.08 0.00 0.02 0.0027
C -0.01673 -3.02375 -2.78185 0.00 -0.02 0.02 0.0180
C 0.35516 -1.76730 -3.36662 0.01 0.00 -0.05 -0.0035
C 0.15753 -1.55000 -4.83836 -0.02 0.00 0.01 0.0018
N 0.73499 -0.80139 -2.59610 0.00 -0.04 -0.05 -0.0256
N 0.69811 0.50189 -3.10509 -0.01 0.02 0.00 0.0182
C 0.32785 1.28892 -2.13663 0.01 -0.05 -0.07 -0.0015
O 0.06995 0.88133 -0.92954 0.00 0.00 0.10 -0.0377
C 0.17233 2.74099 -2.41114 -0.03 0.04 0.01 -0.0111
C 0.55261 3.29061 -3.63296 0.00 -0.02 0.01 -0.0005
C 0.40635 4.64894 -3.85931 0.01 0.01 -0.03 0.0005
C -0.12581 5.46968 -2.87241 -0.01 0.01 0.01 -0.0005
C -0.51075 4.92480 -1.65595 0.02 -0.03 -0.02 0.0004
C -0.35913 3.56461 -1.42336 -0.01 0.02 0.00 0.0021
H -2.21947 -4.12816 -0.70830 0.00 0.00 0.00 0.0001
H -0.66931 -4.76795 -0.18290 0.00 0.00 0.00 0.0003
H -1.25172 -5.11900 -1.82639 0.00 -0.01 0.00 -0.0001
H -0.16148 -3.86898 -3.44045 0.01 0.00 0.00 0.0013
H 0.17480 -2.50364 -5.36418 0.00 0.00 0.00 -0.0001
H 0.91640 -0.87929 -5.23538 0.00 0.00 0.00 0.0003
H -0.81250 -1.07986 -5.01156 0.00 0.00 -0.01 0.0011
H 0.96163 2.63753 -4.39207 0.00 0.01 0.00 0.0001
H 0.70766 5.07129 -4.80976 0.00 0.00 0.00 0.0000
H -0.23958 6.53132 -3.05328 0.00 0.00 0.00 0.0000
H -0.92836 5.55760 -0.88343 0.00 0.01 0.01 0.0000
H -0.65397 3.12416 -0.47901 0.01 -0.01 -0.01 -0.0042
Br -0.61673 -0.90406 5.93300 0.01 0.00 -0.01 0.0002
C -0.10316 -0.82447 4.11878 0.00 -0.02 0.03 0.0022
C -0.37503 0.30023 3.37153 0.00 -0.01 -0.07 -0.0007
C 0.01922 0.29486 2.04081 -0.02 0.04 -0.06 -0.0028
N 0.63674 -0.74191 1.48486 0.00 -0.05 0.19 -0.0376
C 0.90610 -1.83162 2.21798 0.05 -0.06 -0.03 0.0111
C 0.54884 -1.91173 3.55173 -0.02 0.05 -0.01 -0.0002
C 1.63084 -2.92108 1.50451 -0.01 -0.01 0.03 0.0001
C 2.01846 -4.09909 2.12900 -0.01 0.02 -0.03 -0.0014
C 2.69492 -5.04365 1.37854 0.00 -0.02 0.02 0.0010
Br 3.23173 -6.66073 2.18468 0.00 0.01 0.00 0.0002
C 2.97979 -4.80706 0.04709 -0.01 0.02 -0.01 0.0044
C 2.56227 -3.60016 -0.49016 0.01 -0.02 -0.01 0.0004
N 1.90523 -2.68883 0.21676 -0.05 0.06 0.07 -0.0292
H -0.88554 1.16724 3.76331 0.00 -0.01 0.02 -0.0003
H -0.18984 1.13707 1.39518 -0.01 0.00 0.03 0.0068
H 0.75944 -2.78637 4.14635 0.00 -0.01 0.01 -0.0004
H 1.80192 -4.28615 3.16882 0.01 -0.01 0.01 -0.0001
H 3.50792 -5.53026 -0.55594 0.00 0.00 -0.01 -0.0002
H 2.75140 -3.35066 -1.52630 0.00 0.00 0.00 -0.0086
C -3.42605 -0.64762 0.25863 -0.02 -0.02 -0.08 -0.0001
C -3.62085 0.78109 0.64006 -0.04 0.03 -0.04 0.0005
N -2.67988 1.54834 1.08782 -0.04 0.06 0.02 -0.0001
C -3.14426 2.81673 1.35217 0.03 -0.06 0.04 0.0001
C -4.47044 3.00516 1.12296 -0.04 0.05 -0.04 0.0000
S -5.16302 1.56342 0.52095 0.04 -0.05 0.02 0.0000
C -2.18803 3.83710 1.80008 0.06 0.01 0.01 -0.0002
C -2.32781 5.18182 1.64626 0.01 0.03 -0.02 0.0000
S -0.94315 5.98351 2.24968 -0.03 -0.03 0.03 0.0000
C -0.25586 4.45926 2.67339 0.02 0.04 -0.03 0.0000
N -1.00658 3.44294 2.38809 -0.04 -0.04 0.01 0.0000
C 1.09583 4.34304 3.30045 -0.02 -0.01 0.00 0.0000
H -2.37760 -0.82637 0.02711 0.03 -0.01 0.03 0.0080
H -4.01690 -0.90345 -0.62155 -0.02 0.00 0.02 0.0000
H -3.73027 -1.30951 1.07197 0.02 0.00 0.01 -0.0002
H -5.05595 3.89738 1.27098 0.02 0.00 0.00 0.0000
H -3.13539 5.71582 1.17386 0.00 0.00 0.01 0.0000
H 1.56768 5.31650 3.41908 0.00 0.00 0.00 0.0000
H 1.73448 3.71804 2.67574 0.00 0.00 0.00 0.0000
H 1.01409 3.87223 4.28044 0.00 0.00 0.00 0.0000
C 4.35309 -0.16482 -2.32836 -0.02 0.01 0.01 -0.0130
C 3.97119 0.23429 -0.89948 0.02 -0.01 -0.02 0.0203
C 4.89151 -0.45449 0.11196 0.01 0.01 -0.01 -0.0158
C 4.05484 1.75596 -0.74456 0.00 -0.01 0.01 -0.0163
N 2.61767 -0.16994 -0.65946 -0.10 -0.09 0.02 -0.2287
H 5.36942 0.16045 -2.56188 0.00 0.00 0.00 -0.0006
H 3.65996 0.29043 -3.03736 0.00 -0.01 0.00 -0.0003
H 4.29863 -1.24936 -2.44510 0.01 0.00 0.00 -0.0006
H 5.92897 -0.14727 -0.03805 0.00 -0.01 0.00 -0.0006
H 4.83266 -1.53977 0.00316 0.00 0.00 0.00 0.0016
H 4.59508 -0.19443 1.12990 0.00 0.00 0.00 0.0010
H 5.07067 2.10888 -0.93712 0.00 0.01 0.00 -0.0010
H 3.76747 2.04761 0.26761 0.00 0.00 -0.01 0.0008
H 3.37324 2.24021 -1.44556 0.00 0.00 0.00 0.0016

66
Properties=species:S:1:pos:R:3:forces:R:3:nbo_charge:R:1 method="wB97M-V/def2-TZVPD" energy_ha=-1898.9133 lumo_energy_ev=-1.09 gap_ev=8.407 multiplicity=1
O 1.65856 1.49472 8.05678 0.18 -0.07 -0.24 -0.5296
C 2.24741 1.09761 7.06560 -0.53 0.23 0.76 0.5056
C 1.73188 -0.05793 6.29710 -0.19 -0.25 -0.09 -0.0623
C 0.55104 -0.68268 6.70035 -0.16 -0.15 -0.08 -0.1747
C 0.03886 -1.74353 5.96126 0.21 0.18 0.03 -0.1995
C 0.70187 -2.18338 4.81733 0.10 0.06 0.23 -0.1849
C 1.88789 -1.57438 4.42271 -0.15 -0.14 0.02 -0.1484
C 2.40896 -0.51418 5.16521 -0.32 -0.22 0.01 -0.1510
C 3.68140 0.11591 4.74724 0.44 -0.41 -0.80 0.5463
O 4.30138 -0.31709 3.79060 -0.14 0.15 0.27 -0.5262
C 4.18650 1.28391 5.50380 0.23 0.31 0.12 -0.1505
C 5.36650 1.90946 5.09812 0.13 0.21 0.08 -0.1514
C 5.83128 3.02737 5.78180 -0.14 -0.16 -0.03 -0.1955
C 5.12005 3.52467 6.87165 -0.16 -0.17 0.00 -0.1923
C 3.95151 2.89508 7.28722 0.21 0.17 -0.02 -0.1836
C 3.48459 1.76928 6.60698 0.32 0.28 -0.05 -0.0527
H 0.02694 -0.34121 7.58734 0.19 0.09 -0.11 0.2355
H -0.88219 -2.22538 6.27386 0.10 0.05 -0.02 0.2158
H 0.29551 -3.00132 4.23535 0.11 0.17 0.13 0.2311
H 2.40231 -1.92481 3.53366 0.01 0.15 0.14 0.2444
H 5.92238 1.52955 4.24679 -0.21 -0.07 0.09 0.2389
H 6.74694 3.51478 5.46237 -0.10 -0.06 0.03 0.2182
H 5.47843 4.40305 7.39898 -0.05 -0.10 -0.05 0.2183
H 3.40409 3.28602 8.13914 -0.03 -0.20 -0.13 0.2400
O 0.00255 3.72927 -7.37833 -0.14 -0.25 0.16 -0.5388
C -0.51450 2.80000 -6.78283 0.41 0.75 -0.47 0.6122
C -1.98304 2.74923 -6.59870 -0.38 0.08 -0.01 -0.1783
C -2.78025 3.76391 -7.13041 -0.24 0.04 -0.02 -0.1523
C -4.16286 3.70357 -6.99637 0.19 -0.08 0.03 -0.1931
C -4.75435 2.63067 -6.33304 0.20 -0.09 0.05 -0.1908
C -3.96190 1.62705 -5.78698 -0.21 0.14 -0.07 -0.1912
C -2.57372 1.68739 -5.91334 -0.28 0.21 -0.13 -0.0709
C -1.73760 0.62352 -5.31317 -0.40 -0.72 0.51 0.5978
O -2.25004 -0.27546 -4.66761 0.12 0.21 -0.16 -0.5549
C -0.27188 0.66348 -5.51410 0.37 -0.09 0.02 -0.0717
C 0.52405 -0.35316 -4.98375 0.24 -0.05 -0.01 -0.1907
C 1.89814 -0.34229 -5.19549 -0.19 0.07 -0.02 -0.1891
C 2.48197 0.68233 -5.93726 -0.21 0.11 -0.03 -0.1922
C 1.69348 1.70456 -6.45501 0.21 -0.15 0.06 -0.1518
C 0.31448 1.70029 -6.23995 0.31 -0.25 0.08 -0.1795
H -2.32565 4.59948 -7.65298 0.09 -0.19 0.09 0.2394
H -4.78155 4.49122 -7.41437 0.08 -0.08 0.04 0.2201
H -5.83432 2.57799 -6.23985 0.12 0.00 0.00 0.2196
H -4.42819 0.79632 -5.26681 0.22 0.06 -0.03 0.2381
H 0.07440 -1.15673 -4.40907 -0.09 0.18 -0.11 0.2378
H 2.51485 -1.13576 -4.78564 -0.08 0.08 -0.04 0.2211
H 3.55343 0.68500 -6.11014 -0.12 0.02 0.02 0.2206
H 2.15550 2.50142 -7.02928 -0.22 -0.03 0.08 0.2391
C -2.77823 -1.57474 -1.15682 0.45 -0.25 1.58 -0.6231
C -2.71099 -2.67089 0.04870 -1.16 0.07 -0.57 -0.2556
C -4.20770 -3.21396 0.41918 0.45 0.31 -0.15 -0.6297
C -1.83407 -3.95677 -0.33306 -1.87 -0.68 0.08 -0.0933
O -0.44341 -3.91051 0.10302 -0.81 -0.75 2.74 -0.4964
C -0.33068 -3.82243 1.50694 2.57 5.64 0.08 0.9343
O 0.28700 -2.82160 1.96155 -2.41 -4.66 -1.75 -0.5133
O -0.90929 -4.73856 2.45194 1.04 -0.52 -2.56 -0.1480
F -1.90899 -4.00790 3.06273 -0.80 0.71 0.61 -0.1055
H -3.30363 -1.98983 -2.08265 0.83 0.72 1.27 0.2205
H -1.69665 -1.25945 -1.34369 -1.52 -0.40 -0.21 0.2220
H -3.31239 -0.64823 -0.71568 0.66 -1.51 -1.02 0.2172
H -2.36003 -2.09343 0.96769 0.02 -1.08 -1.19 0.2225
H -4.95908 -2.50221 -0.07784 0.91 -1.14 1.00 0.2193
H -4.32561 -3.23522 1.56670 -0.01 0.06 -1.89 0.2226
H -4.39200 -4.27972 0.02552 0.26 1.66 0.50 0.2068
H -2.32899 -4.88046 0.15153 0.84 1.36 -0.69 0.1891
H -1.88230 -4.13287 -1.47253 0.54 0.40 1.84 0.2186

65
Properties=species:S:1:pos:R:3:forces:R:3:nbo_charge:R:1 method="wB97M-V/def2-TZVPD" charge=+1 energy_ha=-1802.3778 lumo_energy_ev=-3.83 de_lowest_kj_mol=50.2 gap_ev=7.783 multiplicity=1
C -0.47285 -1.36791 3.93983 0.34 -0.29 0.01 -0.6029
C -1.57542 -1.25059 2.88292 -0.80 0.81 0.27 -0.4306
C -1.14656 -0.97544 1.43048 1.66 2.16 0.53 0.0554
C -0.42230 0.13751 1.25340 -2.05 0.85 0.70 0.4805
N -0.33337 1.39753 1.10975 -0.54 -1.08 -0.55 -0.5297
C 0.79004 2.24811 1.52717 0.49 0.07 -0.35 -0.2565
C 1.75342 1.49272 2.39473 0.36 0.19 0.18 -0.0946
C 2.10464 1.99782 3.64782 -0.01 -0.30 -0.02 -0.1889
C 2.99527 1.28385 4.45544 0.02 0.01 -0.19 -0.1970
C 3.55041 0.08240 4.00204 -0.16 0.09 -0.13 -0.1929
C 3.22273 -0.39875 2.73042 -0.11 0.19 -0.15 -0.2216
C 2.33838 0.31890 1.92150 0.16 -0.10 0.21 -0.1538
S -1.67663 2.32115 0.05585 -0.94 -1.10 -0.04 2.2204
O -2.65088 1.28352 -0.19016 1.36 1.14 0.30 -0.8451
O -2.02438 3.50617 0.78049 0.64 -0.54 -0.34 -0.8517
C -0.64921 2.67867 -1.35448 0.00 0.34 -0.14 -0.3048
C -0.55551 4.01590 -1.76094 0.08 0.01 0.28 -0.1836
C 0.27572 4.34749 -2.82441 -0.27 0.00 0.15 -0.1998
C 0.99884 3.36703 -3.50524 -0.07 -0.02 0.06 0.0496
C 1.88457 3.77044 -4.64718 0.11 -0.03 -0.12 -0.6443
C 0.86581 2.02901 -3.11396 -0.22 -0.01 0.18 -0.2046
C 0.03717 1.67849 -2.04853 -0.05 -0.25 0.13 -0.1925
C -1.32034 -1.90264 0.31917 -0.23 -2.41 -2.27 -0.3367
C -0.05116 -2.62341 -0.14081 0.41 -0.47 0.24 0.0591
C 1.00787 -2.80195 0.75366 0.02 -0.20 -0.11 -0.2619
C 2.06025 -3.67480 0.45166 -0.32 0.41 0.09 -0.1915
C 2.11134 -4.32273 -0.78171 0.09 0.10 0.38 -0.2041
C 1.06374 -4.14731 -1.67700 -0.04 0.09 0.37 -0.1957
C -0.02068 -3.34269 -1.34153 -0.02 -0.15 -0.07 -0.2313
C -2.20320 -1.45970 -0.91438 -0.38 -0.70 0.30 -0.0156
C -3.54422 -1.56251 -0.56969 -0.35 0.02 0.00 -0.1905
C -4.57199 -1.43952 -1.49208 -0.02 0.38 0.24 -0.1959
C -4.28641 -1.17368 -2.83039 0.07 -0.20 0.51 -0.2117
C -2.94983 -1.15605 -3.22566 -0.12 0.25 0.34 -0.1521
C -1.91085 -1.30433 -2.28905 0.02 0.27 0.16 -0.2602
H -0.87727 -1.36748 4.95770 -0.25 0.07 -0.31 0.2381
H 0.06105 -2.31324 3.84552 0.18 0.07 -0.10 0.2166
H 0.23692 -0.53957 3.88352 0.01 -0.08 -0.09 0.2181
H -2.25582 -2.10706 2.94725 0.27 0.01 -0.42 0.2397
H -2.18997 -0.38965 3.18699 0.00 -0.08 -0.17 0.2360
H 1.27379 2.61429 0.61347 -0.05 0.05 0.14 0.2361
H 0.33469 3.09392 2.04515 0.09 -0.03 0.00 0.2487
H 1.67913 2.95097 3.97033 0.14 -0.33 0.06 0.2231
H 3.26708 1.67806 5.43266 -0.05 -0.11 -0.20 0.2320
H 4.25149 -0.47188 4.62906 -0.25 0.20 -0.18 0.2323
H 3.66060 -1.31979 2.34241 -0.06 0.26 0.20 0.2274
H 2.09386 -0.03100 0.91561 0.20 -0.03 0.28 0.2101
H -1.12148 4.77967 -1.23414 0.15 -0.10 -0.07 0.2534
H 0.36057 5.38923 -3.14161 -0.07 -0.31 0.14 0.2356
H 2.38868 2.90384 -5.07934 -0.03 0.14 0.01 0.2270
H 1.30131 4.26344 -5.43397 0.08 -0.12 0.14 0.2417
H 2.64424 4.48749 -4.31460 -0.12 -0.15 -0.04 0.2398
H 1.40985 1.25515 -3.66103 -0.20 0.21 0.24 0.2332
H -0.08867 0.63027 -1.76759 0.11 0.32 -0.06 0.2354
H -1.92464 -2.73116 0.75694 0.30 0.48 -0.32 0.2496
H 0.95952 -2.30587 1.72703 0.23 -0.20 -0.30 0.2113
H 2.80235 -3.84951 1.22358 0.12 -0.02 -0.23 0.2186
H 2.94510 -4.98344 -1.00895 -0.20 0.12 -0.01 0.2278
H 1.05137 -4.68166 -2.61536 0.03 -0.02 -0.07 0.2250
H -0.86611 -3.32999 -2.02316 0.24 -0.01 0.24 0.2303
H -3.76571 -1.79159 0.47766 -0.23 0.15 -0.39 0.2005
H -5.58680 -1.52320 -1.11581 0.01 0.03 -0.29 0.2253
H -5.10660 -1.00619 -3.52640 0.32 -0.16 0.00 0.2286
H -2.73662 -1.01989 -4.28416 0.22 -0.03 0.26 0.2159
H -0.89625 -1.33686 -2.69791 -0.30 0.13 0.39 0.2201